Entry 1:
Below is a single CH5NO molecule at a distorted geometry, with properties calculated with wB97M-V/def2-TZVPD.

The geometry in ORCA input format:
```
! RIJCOSX wB97M-V def2-TZVPD def2/J DEFGRID3
* xyz 0 1
O -0.577 0.636 0.512
N -1.404 -0.190 -0.242
C 0.752 0.321 0.409
H 1.207 0.740 -0.490
H -0.632 -1.170 -0.284
H 0.593 -0.931 -0.035
H 1.251 0.544 1.347
H -1.190 0.050 -1.217
*
```

LUMO energy   0.034 Ha

=====

Entry 2:
Below is a molecular structure, C45H58Br54ClF3N3O4S2 at a distorted geometry, with properties calculated with wB97M-V/def2-TZVPD.

The geometry in ORCA input format:
```
! RIJCOSX wB97M-V def2-TZVPD def2/J DEFGRID3
* xyz 1 1
Br -1.834 3.632 -7.389
Br -0.164 -3.243 -0.599
Br 0.011 -4.897 -3.326
Br -3.609 -6.869 6.868
Br 2.528 1.752 -8.557
Br 4.428 -4.185 -4.464
Br -5.502 -3.120 -8.686
Br -12.094 -10.366 -10.188
Br -0.132 -2.162 -10.517
Br 5.488 -6.260 8.787
Br -3.511 6.834 -0.134
Br 3.526 -1.712 -2.656
Br -2.307 10.030 -2.163
Br -2.970 -4.619 -7.449
Br -7.571 -7.627 -9.534
Br 4.831 -0.480 -11.070
Br -1.620 -9.357 7.088
Br -0.284 7.628 -2.736
Br -0.534 6.250 0.837
Br 4.710 0.231 -14.177
Br 5.494 5.926 -7.940
Br 5.626 -4.128 6.415
Br 3.781 3.914 -10.625
Br 4.924 11.042 2.823
Br 2.466 9.208 1.946
Br 2.873 2.981 10.381
Br 4.975 3.035 -6.657
Br -5.023 -6.801 -11.271
Br -6.430 -2.954 5.092
Br -0.576 1.827 8.845
Br -3.005 5.488 2.719
Br 4.614 -7.099 5.832
Br -2.007 -5.830 -1.036
Br 7.849 3.772 -7.839
Br -11.251 -8.619 -7.650
Br -4.499 4.326 -5.769
Br -1.777 5.853 -5.093
Br 5.077 7.878 3.221
Br -3.032 -1.428 -7.577
Br -3.568 -8.649 9.516
Br 3.305 -4.688 -1.521
Br -7.957 -6.049 -12.284
Br -0.459 5.000 8.499
Br -2.597 3.293 6.853
Br -5.520 -2.156 8.046
Br 5.078 1.516 12.167
Br 6.799 -1.941 -13.117
Br 5.516 4.545 11.252
Br 0.844 10.531 -2.040
Br 0.000 -2.147 -13.709
Br 2.254 -3.658 -12.026
Br 1.883 1.579 -11.714
Br -5.411 0.010 5.707
Br -11.244 -7.313 -10.561
Cl 5.918 2.387 7.321
S -1.581 -4.119 5.990
S 0.372 2.660 -4.283
F 2.426 -3.095 7.304
F 0.448 -3.499 7.997
F 1.301 -4.591 6.281
O 3.487 -1.357 5.250
O 0.992 1.911 5.223
O 2.935 -0.143 7.016
O 2.898 1.415 -4.571
N 2.732 0.936 -6.701
N 1.550 1.620 -6.316
N -1.364 -1.711 4.710
C -1.062 0.114 1.883
C 1.197 -3.400 6.886
C 0.566 -2.373 5.957
C -1.453 0.421 3.389
C 2.624 -0.886 5.924
C 1.494 4.158 5.996
C 4.282 -3.490 -2.675
C -2.531 -7.958 8.048
C 3.606 1.091 6.704
C -3.593 -3.072 -8.416
C -0.774 -0.584 4.298
C 3.466 0.856 -5.658
C -3.862 -3.320 -0.554
C -2.833 5.001 -6.468
C -0.600 1.690 -1.536
C -0.724 -2.607 5.506
C 1.721 1.849 -5.074
C 6.263 4.446 -6.977
C -0.546 1.352 1.068
C 5.831 -0.322 -12.709
C 1.184 -1.206 5.520
C -1.582 3.435 8.492
C -6.322 -1.543 6.406
C -0.583 9.267 -1.762
C -2.735 -2.035 4.256
C 1.305 0.928 4.250
C 0.538 -0.296 4.693
C 1.298 3.228 4.771
C 4.383 9.325 2.144
C -3.717 -3.848 0.919
C -0.316 -4.984 -1.433
C -6.820 -6.335 -10.751
C 4.753 2.835 10.799
C 0.950 3.420 -2.730
C -2.331 6.706 1.379
C -12.071 -8.608 -9.397
C 5.149 0.957 6.524
C -1.406 1.635 -0.209
C 2.278 2.763 -10.238
C 0.738 2.486 -1.504
C -2.738 -3.086 3.094
C 5.550 1.034 5.015
C 4.711 -5.671 7.125
C -3.695 -2.672 1.951
C 1.013 -2.184 -12.070
H 0.488 3.654 4.156
H 2.031 3.618 -2.828
H 3.696 -5.368 7.338
H -1.059 1.425 3.600
H 5.737 0.011 4.649
H -1.709 -3.056 2.675
H -2.926 -2.914 -0.949
H -1.293 2.063 -2.309
H -2.287 7.687 1.836
H -0.349 0.661 -1.848
H 1.567 1.758 -1.520
H 1.414 3.406 -10.111
H 4.416 0.338 -5.726
H 0.650 4.843 6.104
H -4.680 -2.583 -0.550
H -2.294 3.551 9.298
H 2.258 3.203 4.218
H -2.538 0.503 3.520
H -3.387 -1.723 1.491
H -13.101 -8.306 -9.263
H 1.601 -1.275 -12.038
H -3.245 -1.163 3.836
H 6.566 0.458 -12.559
H -3.368 -2.348 5.096
H -4.694 -2.536 2.402
H 4.812 9.221 1.156
H 3.434 1.753 7.566
H -2.882 -4.113 3.446
H -1.559 -4.913 4.892
H -4.135 -4.185 -1.170
H -0.536 2.282 1.657
H 6.564 4.824 -6.009
H 1.559 3.569 6.921
H 3.203 1.621 5.835
H 6.469 1.608 4.860
H -7.335 -1.241 6.636
H -0.583 9.013 -0.710
H -1.894 -0.347 1.335
H -4.612 -4.441 1.156
H -6.761 -5.395 -10.220
H -1.884 2.625 -0.090
H 2.387 0.762 4.128
H -0.234 -0.614 1.910
H -1.772 -7.313 8.469
H -3.133 -3.103 -9.395
H 0.886 3.078 -0.586
H 0.900 1.299 3.293
H -2.792 -4.423 1.029
H 0.474 4.408 -2.644
H 4.724 1.418 4.394
H 0.459 -5.606 -1.004
H 5.480 -0.004 6.933
H -2.215 0.895 -0.290
H -3.078 5.763 -7.197
H 5.285 -3.414 -2.278
H 5.250 2.492 9.902
H 2.396 4.763 5.849
H 0.514 1.158 0.831
*
```

LUMO energy   -0.146 Ha

=====

Entry 3:
Below is a molecular structure, C3H3MnO3 at a distorted geometry, with properties calculated with wB97M-V/def2-TZVPD.

The geometry in ORCA input format:
```
! RIJCOSX wB97M-V def2-TZVPD def2/J DEFGRID3
* xyz 2 7
Mn 1.359 0.870 -0.019
O 2.441 -0.679 -0.504
O -2.216 0.288 -0.737
O 2.551 -2.964 -0.604
C -1.780 0.910 0.303
C 2.678 -1.822 -0.628
C -0.517 0.781 0.872
H -1.509 -0.048 -1.314
H -0.506 1.023 1.944
H -2.501 1.642 0.688
*
```

LUMO energy (spin up / spin down)   -0.371 / -0.440 Ha

=====

Entry 4:
Below is a single C2H4N2O2S molecule at a distorted geometry, with properties calculated with wB97M-V/def2-TZVPD.

The geometry in ORCA input format:
```
! RIJCOSX wB97M-V def2-TZVPD def2/J DEFGRID3
* xyz 0 1
S -0.375 1.110 -1.072
O -2.195 -1.588 0.873
O 2.165 0.966 -0.378
N -0.493 0.358 0.464
N -0.895 -1.946 0.705
C 1.374 1.298 -1.224
C -0.069 -1.001 0.511
H 0.028 0.918 1.166
H -2.195 -0.620 0.810
H 1.684 1.781 -2.193
H 0.970 -1.276 0.339
*
```

LUMO energy   0.014 Ha

=====

Entry 5:
Below is a molecular structure, C16H22BF4GeNPdSe, with properties calculated with wB97M-V/def2-TZVPD.

The geometry in ORCA input format:
```
! RIJCOSX wB97M-V def2-TZVPD def2/J DEFGRID3
* xyz 0 5
Pd 0.052 0.873 -0.495
Se 1.802 -0.089 -1.841
Ge -3.159 -0.122 -0.196
F -2.071 3.572 -2.609
F -0.061 2.493 -2.233
F -0.420 4.591 -1.343
F -1.557 2.763 -0.513
N 1.554 -4.445 -0.143
C 2.839 -2.497 -0.707
C -4.169 1.265 0.685
C 1.567 2.840 0.764
C -1.374 -0.306 0.578
C 2.907 0.531 1.654
C 2.707 -3.776 -0.186
C 1.696 -1.873 -1.181
C 3.537 1.450 0.819
C 0.476 -3.831 -0.634
C -4.029 -1.846 0.060
C 0.927 1.940 1.619
C 3.624 -0.700 2.147
C 1.597 0.792 2.048
C 0.488 -2.546 -1.153
C 2.876 2.588 0.372
C -3.008 0.229 -2.106
B -1.055 3.411 -1.696
H 3.376 3.281 -0.293
H 4.541 -0.879 1.585
H 4.560 1.268 0.507
H -0.065 2.161 1.993
H -3.922 -2.202 1.086
H -1.026 -0.973 1.363
H 3.807 -2.011 -0.731
H -0.455 -4.386 -0.598
H -5.093 -1.742 -0.163
H -3.606 -2.592 -0.616
H -0.426 -2.091 -1.511
H 1.089 0.099 2.710
H -3.710 2.234 0.490
H 3.899 -0.591 3.199
H 2.995 -1.588 2.063
H -3.487 1.174 -2.361
H 1.047 3.724 0.416
H 3.578 -4.286 0.210
H -5.185 1.262 0.286
H -4.212 1.094 1.761
H -1.971 0.312 -2.437
H -3.480 -0.579 -2.669
*
```

LUMO energy (spin up / spin down)   0.004 / -0.124 Ha

=====

Entry 6:
Below is 2 unconnected molecules or ions with the total composition CH6S3 at a distorted geometry, with properties calculated with wB97M-V/def2-TZVPD.

The geometry in ORCA input format:
```
! RIJCOSX wB97M-V def2-TZVPD def2/J DEFGRID3
* xyz -1 2
S -3.136 -1.469 0.416
S 2.243 0.977 0.137
S 0.479 2.266 0.960
C 1.497 -0.120 -1.179
H -2.069 -1.877 1.111
H 1.488 0.309 -2.178
H 0.466 -0.124 -0.837
H -0.047 1.320 1.750
H -2.906 -0.214 0.835
H 1.986 -1.069 -1.015
*
```

LUMO energy (spin up / spin down)   0.118 / 0.117 Ha

=====

Entry 7:
Below is a single C14H20N2O4S molecule at a distorted geometry, with properties calculated with wB97M-V/def2-TZVPD.

The geometry in ORCA input format:
```
! RIJCOSX wB97M-V def2-TZVPD def2/J DEFGRID3
* xyz 0 1
S -2.008 -4.866 0.168
O 1.736 0.493 2.713
O -3.043 0.885 1.229
O -3.376 -0.882 2.570
O 2.908 3.533 -5.001
N -0.283 2.167 0.598
N -0.225 -0.405 2.191
C -1.314 -2.435 1.354
C -1.283 -0.857 1.314
C -2.255 -3.107 0.381
C 0.854 0.366 1.876
C 0.842 1.108 0.561
C 3.225 1.821 -3.325
C -3.057 -5.625 1.384
C 2.761 3.049 -3.770
C 2.036 3.851 -2.813
C -2.641 -0.187 1.661
C 2.223 1.794 0.350
C 1.886 3.450 -1.510
C 2.352 2.246 -1.081
C 3.078 1.480 -1.995
H -0.103 2.742 -0.203
H -0.066 -0.832 3.083
H 1.520 4.765 -3.187
H 3.029 1.069 0.603
H 1.205 4.064 -0.901
H -0.325 -2.766 1.101
H -1.265 1.797 0.513
H -1.164 -0.507 0.315
H -2.075 -2.676 -0.644
H 3.251 2.939 -5.658
H 3.418 0.554 -1.605
H -3.286 -2.825 0.724
H -2.653 -5.489 2.390
H 0.720 0.380 -0.278
H 3.900 1.261 -3.980
H -1.462 -2.751 2.391
H -3.058 -6.682 1.094
H 2.204 2.685 1.068
H -4.108 -5.328 1.485
H -4.101 -0.280 2.837
*
```

LUMO energy   0.017 Ha

=====

Entry 8:
Below is a single C23H27N3O5 molecule, with properties calculated with wB97M-V/def2-TZVPD.

The geometry in ORCA input format:
```
! RIJCOSX wB97M-V def2-TZVPD def2/J DEFGRID3
* xyz 0 1
O -0.662 2.818 -0.464
O 2.155 2.975 0.201
O -2.390 -1.676 -2.081
O 3.729 -2.800 0.507
O -0.280 -0.808 1.878
N 2.513 -1.585 1.980
N -1.666 -1.164 0.074
N -0.217 -1.984 -1.407
C 1.340 3.628 1.148
C 3.455 0.586 2.596
C 2.661 -2.427 0.948
C 1.618 2.148 -0.741
C -4.167 0.783 1.965
C -5.278 -0.997 0.807
C 0.846 0.265 -2.674
C 2.558 1.376 -1.421
C -0.475 -1.144 0.731
C -5.331 0.104 1.644
C 2.188 0.447 -2.374
C 0.260 2.015 -1.088
C -1.512 -1.625 -1.260
C 0.568 -1.674 -0.237
C 0.382 -2.174 -2.711
C 0.386 -0.872 -3.539
C -0.094 1.070 -2.042
C -2.952 0.370 1.448
C -2.906 -0.738 0.611
C -4.069 -1.428 0.292
C 1.329 -2.882 0.339
C -1.985 2.824 -0.942
C 3.624 -0.928 2.631
H 4.290 1.066 3.099
H -6.277 0.433 2.047
H -4.025 -2.283 -0.362
H 3.595 1.519 -1.164
H 0.734 4.413 0.691
H -0.626 -0.683 -3.898
H 2.036 4.073 1.859
H 4.530 -1.235 2.104
H -1.133 0.941 -2.303
H -4.202 1.642 2.618
H -0.184 -2.944 -3.242
H -2.025 3.079 -2.005
H 0.729 -3.391 1.096
H 1.403 -2.523 -2.549
H -6.182 -1.531 0.556
H -2.495 3.595 -0.366
H 3.688 -1.272 3.670
H 1.045 -1.009 -4.397
H 3.414 0.945 1.571
H 0.687 2.925 1.669
H 2.943 -0.149 -2.863
H -2.045 0.897 1.698
H 2.535 0.872 3.100
H 1.290 -0.877 -0.464
H -2.489 1.867 -0.776
H 1.582 -1.285 2.250
H 1.551 -3.589 -0.461
*
```

LUMO energy   0.025 Ha

=====

Entry 9:
Below is 8 unconnected molecules or ions with the total composition C18H21Cl28NO3 at a distorted geometry, with properties calculated with wB97M-V/def2-TZVPD.

The geometry in ORCA input format:
```
! RIJCOSX wB97M-V def2-TZVPD def2/J DEFGRID3
* xyz 0 1
Cl 0.691 -3.147 2.580
Cl -11.510 -4.707 0.271
Cl -6.661 -5.177 -1.817
Cl -6.924 0.634 1.457
Cl -9.558 -5.669 -1.624
Cl 3.887 -5.503 2.595
Cl -5.090 1.594 3.478
Cl -0.115 5.587 -4.270
Cl -5.954 -2.377 -1.800
Cl 0.225 6.518 -1.553
Cl 5.434 -7.611 1.370
Cl 2.684 4.004 -3.940
Cl 6.579 -4.978 1.636
Cl -4.816 -4.161 0.162
Cl -0.088 -1.929 5.083
Cl -11.868 -7.287 -0.979
Cl -7.879 2.339 3.581
Cl 0.564 8.348 -3.768
Cl 6.167 -6.610 3.978
Cl -12.184 -4.872 -2.533
Cl -2.064 7.359 -3.087
Cl 4.465 5.938 -5.141
Cl 1.258 -0.354 3.071
Cl -6.168 3.421 1.520
Cl 5.491 3.969 -3.286
Cl -1.460 -1.226 2.638
Cl -7.606 -3.446 0.308
Cl 3.837 6.123 -2.331
O 0.012 2.541 0.638
O 0.010 1.041 -1.035
O -3.767 -0.523 1.390
N -1.725 1.038 0.453
C -3.593 -0.518 0.198
C 0.101 -1.663 3.345
C 4.520 -0.932 -0.670
C 3.730 -1.107 0.650
C 3.454 1.926 -0.645
C 2.476 2.128 0.529
C 4.891 1.590 -0.145
C 5.470 0.285 -0.716
C -2.291 0.026 -0.422
C 4.117 5.013 -3.674
C -6.512 1.996 2.510
C 1.262 2.986 0.108
C 5.516 -6.170 2.393
C -0.496 1.518 -0.049
C -6.263 -3.793 -0.784
C -11.280 -5.635 -1.218
C -0.343 6.953 -3.171
C 4.136 -2.389 1.436
H -1.554 0.673 1.389
H -2.551 0.499 -1.371
H 5.076 -2.173 1.955
H 4.239 -3.215 0.735
H 6.449 0.073 -0.270
H 3.070 1.202 -1.365
H 1.403 3.989 0.524
H 5.547 2.452 -0.293
H 4.816 1.476 0.946
H -1.649 -0.851 -0.580
H 3.371 -2.570 2.193
H 3.856 -0.922 -1.538
H 3.513 2.906 -1.138
H 2.144 1.173 0.944
H 2.979 2.652 1.350
H 2.672 -1.227 0.380
H -4.385 -0.951 -0.436
H 5.142 -1.830 -0.794
H 3.824 -0.269 1.342
H 5.686 0.478 -1.779
H 1.219 3.126 -0.976
*
```

LUMO energy   -0.001 Ha

=====

Taking the records one at a time from the top gives relative energy (zero: lowest compared OMol25 entry of this formula, charge and spin) values of 360.44; 227.47; 0.00; 266.61; 60.04; 26.34; 81.88; 125.66; 26.81 kJ/mol.